The following is a DFT calculation (the ωB97M-V functional and the def2-TZVPD basis) of C33H31Cl2N3O6PtS2Sb as an isolated structure.

Structure (XYZ):
```
79
C33H31Cl2N3O6PtS2Sb, DFT the ωB97M-V functional and the def2-TZVPD basis
Pt -0.626 -0.243 0.857
Cl 4.435 -1.364 5.990
C 3.478 -1.029 4.587
C 4.161 -0.814 3.389
C 3.460 -0.454 2.268
Cl 4.386 -0.278 0.821
C 2.045 -0.260 2.242
O 1.468 0.150 1.186
C 1.404 -0.543 3.497
C 0.004 -0.396 3.709
O -0.910 -0.115 2.926
C 2.127 -0.919 4.650
H 5.235 -0.995 3.354
H -0.303 -0.596 4.749
H 1.599 -1.067 5.592
C -6.123 3.617 -2.379
C -5.604 4.515 -1.245
S -5.149 3.477 0.135
O -6.340 3.236 0.906
O -4.255 2.442 -0.320
C -4.162 4.522 1.206
C -2.747 4.952 0.764
N -1.974 3.794 0.324
C -1.641 2.734 1.086
N -1.011 1.815 0.377
C -0.914 2.292 -0.905
C -1.480 3.523 -0.926
N -1.524 4.367 -2.086
O -0.980 3.938 -3.063
O -2.108 5.446 -2.013
C -1.873 2.654 2.545
H -6.571 4.204 -3.194
H -6.896 2.917 -2.025
H -5.324 3.016 -2.798
H -6.381 5.190 -0.871
H -4.713 5.046 -1.558
H -4.163 3.957 2.130
H -4.774 5.413 1.361
H -2.233 5.413 1.590
H -2.808 5.659 -0.031
H -0.536 1.742 -1.727
H -2.034 3.631 2.964
H -1.042 2.167 3.048
H -2.773 2.063 2.726
S -1.012 -1.212 -1.305
Sb 1.058 -2.230 -1.352
C 1.493 -3.048 0.537
C 0.463 -3.301 1.421
C 0.756 -3.898 2.636
C 2.069 -4.209 2.960
C 3.097 -3.972 2.046
C 2.809 -3.375 0.834
C 1.025 -3.952 -2.546
C 1.757 -4.161 -3.714
C 1.727 -5.411 -4.307
C 0.978 -6.440 -3.718
C 0.236 -6.222 -2.571
C 0.275 -4.986 -1.985
C 2.372 -0.788 -2.043
C 3.422 -1.031 -2.912
C 4.120 0.062 -3.416
C 3.791 1.354 -3.043
C 2.761 1.599 -2.146
C 2.053 0.515 -1.656
H -0.576 -3.060 1.223
H -0.039 -4.107 3.346
H 2.269 -4.664 3.914
H 4.123 -4.237 2.299
H 3.597 -3.134 0.138
H 2.310 -3.370 -4.231
H 2.266 -5.606 -5.210
H 1.001 -7.433 -4.170
H -0.386 -7.021 -2.147
H -0.285 -4.828 -1.054
H 3.659 -2.044 -3.222
H 4.901 -0.089 -4.133
H 4.349 2.185 -3.453
H 2.520 2.594 -1.850
H 1.212 0.698 -1.010
```

## Properties
Energy relative to the best compared isomer or geometry (same formula, charge and spin) ... 0.0 kJ/mol
E_tot ... -3967.77601 Eh
Kohn-Sham gap (alpha / beta) ... 7.561 / 6.832 eV
Net charge ... +1
Spin multiplicity ... 3
Max |F| ... 1.47 eV Å⁻¹

=====

The following is a DFT calculation (the ωB97M-V functional and the def2-TZVPD basis) of C12H9AlF2N2O3S4 as an isolated structure.

Structure (XYZ):
```
33
C12H9AlF2N2O3S4, DFT the ωB97M-V functional and the def2-TZVPD basis
Al -0.816 0.740 -0.734
S 0.093 2.424 0.534
C -1.417 3.292 0.930
C -1.275 4.419 1.842
N -1.268 5.302 2.594
C -2.604 3.136 0.328
S -2.918 2.048 -1.013
C -3.690 4.030 0.554
N -4.565 4.766 0.733
C 2.969 1.026 -1.220
S 2.247 -0.559 -0.843
O 3.061 -1.112 0.191
O 2.221 -1.332 -2.074
O 0.852 -0.274 -0.342
H 3.989 0.764 -1.521
H 2.920 1.615 -0.263
H 2.365 1.537 -1.973
F 0.353 1.918 -3.262
C -0.351 0.838 -2.744
F -1.405 0.648 -3.662
H 0.316 -0.008 -2.933
S -2.197 -0.946 0.069
C -1.110 -2.124 0.746
C -0.477 -3.089 -0.074
C 0.604 -3.897 0.461
C 0.989 -3.766 1.785
C 0.285 -2.907 2.607
C -0.724 -2.127 2.098
H -0.768 -3.188 -1.120
H 1.150 -4.537 -0.245
H 1.810 -4.375 2.142
H 0.571 -2.853 3.663
H -1.210 -1.406 2.745
```

## Properties
Energy relative to the best compared isomer or geometry (same formula, charge and spin) ... 0.0 kJ/mol
E_tot ... -2833.05642 Eh
Kohn-Sham gap ... 6.872 eV
Net charge ... -2
Max |F| ... 2.29 eV Å⁻¹

=====

The following is a DFT calculation (the ωB97M-V functional and the def2-TZVPD basis) of C71H151N8O22 as an isolated structure.

Structure (XYZ):
```
252
C71H151N8O22, DFT the ωB97M-V functional and the def2-TZVPD basis
C 1.705 -34.631 21.987
O 2.305 -34.583 20.791
C 1.627 -35.190 19.672
C 0.405 -34.482 19.047
N 0.644 -33.091 18.447
H 1.229 -32.919 17.642
H -0.243 -32.830 18.039
C 1.116 -32.014 19.490
C 1.425 -30.778 18.664
O 0.198 -30.202 18.060
C -0.639 -29.414 18.826
H 2.124 -33.822 22.586
H 2.014 -35.531 22.518
H 0.617 -34.662 21.941
H 1.475 -36.245 19.903
H 2.386 -35.419 18.923
H -0.473 -34.343 19.677
H 0.242 -35.144 18.196
H 2.019 -32.477 19.889
H 0.271 -31.904 20.170
H 2.041 -31.167 17.853
H 1.947 -29.957 19.155
H -1.512 -29.119 18.245
H -0.134 -28.469 19.025
H -1.043 -29.860 19.735
C 7.874 -32.131 12.581
O 7.599 -31.039 13.415
C 6.516 -31.324 14.278
C 6.185 -30.056 15.203
N 7.474 -29.593 15.840
H 7.938 -30.411 16.207
H 8.102 -29.162 15.177
C 7.309 -28.509 16.896
C 6.230 -27.371 16.507
O 4.902 -27.661 16.247
C 4.148 -27.830 17.431
H 8.708 -31.853 11.937
H 7.016 -32.450 11.988
H 8.175 -33.002 13.163
H 6.613 -32.192 14.931
H 5.616 -31.639 13.750
H 5.422 -30.302 15.940
H 5.726 -29.222 14.671
H 8.269 -28.040 17.114
H 7.000 -28.992 17.822
H 6.562 -26.939 15.563
H 6.295 -26.623 17.297
H 3.206 -28.254 17.083
H 3.822 -26.882 17.857
H 4.673 -28.432 18.172
C -0.485 -26.930 10.021
C -0.401 -25.864 11.146
C -1.798 -25.809 11.893
C -1.779 -25.053 13.157
N -3.160 -24.959 13.898
C -3.023 -24.809 15.455
C -4.488 -25.067 15.978
C -5.054 -26.107 14.917
C -3.942 -26.294 13.861
C -3.964 -23.817 13.248
H -1.505 -27.268 9.835
H 0.064 -27.841 10.262
H -0.154 -26.588 9.041
H -0.142 -24.905 10.696
H 0.465 -26.095 11.767
H -2.153 -26.818 12.102
H -2.406 -25.319 11.131
H -1.532 -23.992 13.122
H -1.049 -25.547 13.798
H -2.574 -23.858 15.741
H -2.352 -25.592 15.810
H -5.092 -24.181 15.787
H -4.481 -25.392 17.018
H -6.033 -25.801 14.549
H -5.064 -27.044 15.473
H -4.320 -26.527 12.866
H -3.208 -27.057 14.120
H -3.317 -22.951 13.390
H -4.977 -23.697 13.631
H -4.091 -24.082 12.198
C 6.924 -22.069 14.842
C 5.664 -22.489 15.597
C 5.081 -23.752 14.955
C 4.635 -23.528 13.532
N 4.267 -24.803 12.718
C 5.533 -25.362 11.970
C 4.940 -25.730 10.632
C 3.982 -24.664 10.346
C 3.212 -24.424 11.630
C 3.735 -25.923 13.598
H 6.807 -21.670 13.834
H 7.494 -22.996 14.785
H 7.516 -21.397 15.464
H 5.012 -21.620 15.512
H 5.819 -22.805 16.629
H 4.133 -24.139 15.329
H 5.788 -24.573 15.079
H 5.194 -22.935 12.807
H 3.686 -22.992 13.575
H 6.089 -26.135 12.499
H 6.264 -24.560 11.871
H 4.546 -26.743 10.717
H 5.668 -25.702 9.822
H 3.410 -25.106 9.530
H 4.460 -23.720 10.081
H 2.360 -25.103 11.673
H 2.887 -23.385 11.682
H 2.805 -25.503 13.982
H 4.594 -26.196 14.211
H 3.582 -26.831 13.014
C -0.115 -35.030 12.308
C -0.439 -33.879 11.356
C -0.779 -32.599 12.146
C 0.493 -32.081 12.891
N 0.240 -30.923 13.900
C -0.196 -29.666 13.108
C 0.474 -28.368 13.629
C 1.426 -28.914 14.678
C 1.529 -30.424 14.531
C -0.814 -31.340 14.997
H 0.925 -34.999 12.635
H -0.357 -36.036 11.963
H -0.694 -34.990 13.230
H -1.254 -34.126 10.676
H 0.464 -33.750 10.759
H -1.619 -32.815 12.807
H -1.146 -31.763 11.550
H 1.218 -31.809 12.124
H 0.977 -32.854 13.487
H -1.283 -29.708 13.174
H 0.079 -29.754 12.057
H -0.305 -27.773 14.105
H 0.964 -27.756 12.872
H 1.073 -28.540 15.639
H 2.478 -28.635 14.626
H 1.742 -30.934 15.471
H 2.350 -30.646 13.849
H -0.829 -30.540 15.738
H -0.379 -32.281 15.332
H -1.809 -31.484 14.575
C -3.338 -38.213 16.841
C -3.242 -36.707 16.892
C -2.490 -36.148 15.580
C -3.297 -36.184 14.252
C -4.682 -35.362 14.516
C -5.541 -35.829 15.724
N -4.641 -36.035 16.979
O -5.186 -35.640 18.212
C -6.267 -37.064 15.291
C -6.578 -34.701 15.962
C -2.402 -36.253 18.145
H -3.881 -38.534 15.952
H -3.792 -38.558 17.769
H -2.365 -38.693 16.738
H -1.506 -36.618 15.571
H -2.241 -35.093 15.694
H -3.505 -37.212 13.957
H -2.749 -35.754 13.414
H -5.173 -35.403 13.544
H -4.193 -34.412 14.730
H -5.691 -37.616 14.548
H -7.177 -36.778 14.762
H -6.495 -37.632 16.193
H -7.101 -34.653 16.917
H -7.314 -34.662 15.159
H -6.098 -33.723 15.960
H -1.515 -36.886 18.137
H -2.951 -36.439 19.068
H -2.302 -35.168 18.167
C -8.707 -31.219 15.134
C -7.932 -30.121 14.281
C -6.515 -29.703 14.785
C -5.279 -30.651 14.404
C -5.263 -30.699 12.924
C -6.547 -31.331 12.321
N -7.765 -30.607 12.876
O -9.015 -30.834 12.273
C -6.677 -32.838 12.589
C -6.552 -31.178 10.722
C -8.840 -28.850 14.236
H -9.675 -31.487 14.709
H -8.882 -30.700 16.076
H -8.092 -32.073 15.417
H -6.529 -29.455 15.846
H -6.274 -28.750 14.313
H -5.373 -31.531 15.040
H -4.388 -30.180 14.818
H -4.321 -31.093 12.541
H -5.131 -29.658 12.629
H -6.791 -32.987 13.663
H -5.784 -33.415 12.351
H -7.567 -33.320 12.184
H -7.430 -31.455 10.138
H -5.831 -31.868 10.284
H -6.328 -30.129 10.529
H -9.712 -28.760 13.588
H -8.259 -28.080 13.727
H -8.984 -28.316 15.175
C 3.595 -29.412 7.775
C 2.642 -29.558 6.558
C 2.795 -30.965 5.865
C 2.134 -32.099 6.619
C 0.590 -31.911 6.824
C 0.324 -30.586 7.572
N 1.124 -29.435 6.831
O 0.570 -28.115 6.965
C 0.817 -30.776 9.017
C -1.170 -30.242 7.452
C 3.044 -28.591 5.447
H 3.234 -28.644 8.459
H 4.646 -29.214 7.563
H 3.584 -30.344 8.340
H 3.856 -31.102 5.652
H 2.411 -30.924 4.846
H 2.615 -32.243 7.587
H 2.454 -32.986 6.073
H 0.187 -32.774 7.355
H -0.028 -31.978 5.929
H 1.869 -30.952 9.241
H 0.234 -31.505 9.580
H 0.702 -29.834 9.554
H -1.587 -30.282 6.446
H -1.301 -29.203 7.756
H -1.638 -30.853 8.223
H 4.065 -28.584 5.066
H 2.852 -27.570 5.775
H 2.309 -28.635 4.643
O 4.779 -29.139 12.390
C 3.853 -29.565 11.603
O 4.133 -30.542 10.964
O 2.857 -28.886 11.422
H 5.282 -29.957 12.376
O -3.374 -30.907 17.541
C -3.088 -32.156 17.391
O -4.060 -32.862 17.034
O -1.982 -32.614 17.699
H -4.227 -31.198 17.210
O -0.170 -26.604 16.244
C 0.707 -25.623 16.351
O 0.603 -24.536 15.721
O 1.589 -25.839 17.235
H 0.462 -27.086 16.782
O -3.669 -29.698 9.084
C -3.569 -29.154 10.276
O -2.622 -29.700 10.903
O -4.350 -28.262 10.673
H -2.893 -29.981 9.573
O 4.605 -33.781 15.524
C 3.657 -33.189 16.327
O 4.063 -32.384 17.211
O 2.444 -33.431 16.153
H 5.386 -33.342 15.872
```

## Properties
Energy relative to the best compared isomer or geometry (same formula, charge and spin) ... 881.6 kJ/mol
E_tot ... -4887.65689 Eh
Kohn-Sham gap ... 3.156 eV
Net charge ... +3
Max |F| ... 9.93 eV Å⁻¹

=====

The following is a DFT calculation (the ωB97M-V functional and the def2-TZVPD basis) of C32H33Cl2FeN4O5PTe as an isolated structure.

Structure (XYZ):
```
79
C32H33Cl2FeN4O5PTe, DFT the ωB97M-V functional and the def2-TZVPD basis
Fe 0.188 -0.375 -0.004
Cl 5.657 -2.712 -3.472
C 4.522 -2.369 -2.236
C 3.330 -1.791 -2.566
C 2.391 -1.489 -1.556
N 1.204 -0.879 -1.721
C 0.646 -0.658 -2.951
O 0.986 -1.107 -4.027
C -0.540 0.260 -2.859
C -1.193 0.667 -4.010
C -2.217 1.593 -3.900
C -2.540 2.085 -2.644
C -1.849 1.606 -1.545
N -0.873 0.700 -1.643
C 2.695 -1.814 -0.186
C 3.938 -2.411 0.122
C 4.830 -2.679 -0.875
Cl 6.340 -3.385 -0.478
N 1.724 -1.484 0.679
C 1.758 -1.814 2.010
O 2.585 -2.478 2.601
C 0.580 -1.246 2.741
C 0.558 -1.233 4.124
C -0.531 -0.665 4.762
C -1.565 -0.153 3.993
C -1.463 -0.220 2.616
N -0.409 -0.756 1.995
H 3.108 -1.565 -3.596
H -0.875 0.253 -4.956
H -2.749 1.931 -4.779
H -3.318 2.824 -2.512
H -2.088 1.948 -0.546
H 4.181 -2.651 1.143
H 1.390 -1.665 4.661
H -0.576 -0.627 5.842
H -2.439 0.292 4.448
H -2.256 0.153 1.978
C 0.265 5.167 0.789
C 0.109 3.829 0.109
O 1.362 3.112 0.180
P 1.420 1.557 0.544
O 2.941 1.269 0.143
C 3.493 1.659 -1.135
C 4.543 2.725 -0.934
O 1.506 1.462 2.129
C 2.529 2.123 2.920
C 1.870 2.970 3.980
H -0.639 5.759 0.647
H 1.106 5.711 0.360
H 0.436 5.047 1.858
H -0.137 3.956 -0.946
H -0.684 3.241 0.581
H 2.695 2.018 -1.791
H 3.919 0.758 -1.574
H 4.095 3.631 -0.526
H 5.013 2.966 -1.888
H 5.313 2.373 -0.249
H 3.176 2.708 2.267
H 3.125 1.328 3.368
H 1.394 3.850 3.548
H 2.615 3.303 4.703
H 1.113 2.389 4.508
C -3.219 -1.501 -1.606
Te -1.475 -2.532 -0.921
C -2.855 -3.559 0.352
C -4.194 -3.414 -0.327
C -5.253 -4.259 -0.009
C -6.481 -4.105 -0.631
C -6.661 -3.103 -1.576
C -5.609 -2.261 -1.898
C -4.373 -2.414 -1.279
H -3.128 -1.308 -2.674
H -3.302 -0.548 -1.084
H -2.841 -3.110 1.345
H -2.547 -4.598 0.438
H -5.113 -5.044 0.724
H -7.296 -4.773 -0.387
H -7.616 -2.987 -2.070
H -5.745 -1.484 -2.641
```

## Properties
Energy relative to the best compared isomer or geometry (same formula, charge and spin) ... 44.4 kJ/mol
E_tot ... -4627.81753 Eh
Kohn-Sham gap (alpha / beta) ... 7.197 / 6.140 eV
Net charge ... +1
Spin multiplicity ... 2
Max |F| ... 1.84 eV Å⁻¹

=====

The following is a DFT calculation (the ωB97M-V functional and the def2-TZVPD basis) of a 3-piece molecular cluster, C2H13N2O2 overall.

Structure (XYZ):
```
19
C2H13N2O2, DFT the ωB97M-V functional and the def2-TZVPD basis
C 0.733 -1.811 -1.092
N 1.088 -2.352 0.219
C -0.319 -0.751 -0.880
N 0.098 0.243 0.180
H 1.610 -1.391 -1.578
H 0.351 -2.603 -1.745
H 1.823 -3.040 0.167
H 0.299 -2.769 0.695
H -0.807 -0.154 -1.646
H -1.209 -1.212 -0.414
H -0.770 0.640 0.617
H 0.730 0.936 -0.237
H 0.675 -0.201 0.912
H 1.541 3.021 0.996
H 1.217 4.046 0.005
O 0.867 3.190 0.320
H -3.018 1.893 0.657
H -2.636 0.896 1.779
O -2.272 1.419 1.047
```

## Properties
Energy relative to the best compared isomer or geometry (same formula, charge and spin) ... 47.0 kJ/mol
E_tot ... -343.85370 Eh
Kohn-Sham gap (alpha / beta) ... 3.265 / 10.628 eV
Spin multiplicity ... 2
Max |F| ... 2.23 eV Å⁻¹

=====

The following is a DFT calculation (the ωB97M-V functional and the def2-TZVPD basis) of one molecule with the formula C8H6FNO2.

Structure (XYZ):
```
18
C8H6FNO2, DFT the ωB97M-V functional and the def2-TZVPD basis
C -0.809 -1.768 -0.322
C -0.080 -1.332 0.779
C -1.088 -0.897 -1.360
C 0.365 -0.026 0.859
C -0.648 0.416 -1.291
C 0.049 0.872 -0.163
C -0.819 1.380 -2.429
C 0.417 2.274 -0.087
N 0.225 2.238 -2.391
O -1.699 1.286 -3.262
O 1.603 2.688 0.283
F 0.075 3.432 -3.073
H -1.141 -2.793 -0.372
H 0.136 -2.013 1.589
H -1.633 -1.214 -2.237
H 0.909 0.312 1.732
H -0.337 3.053 -0.079
H 2.271 1.986 0.228
```

## Properties
Energy relative to the best compared isomer or geometry (same formula, charge and spin) ... 335.4 kJ/mol
E_tot ... -613.42754 Eh
Kohn-Sham gap (alpha / beta) ... 8.103 / 8.100 eV
Max |F| ... 3.11 eV Å⁻¹

=====

- The lowest E_tot belongs to which entry?
  C71H151N8O22

=====

- E_tot of number 1 (C33H31Cl2N3O6PtS2Sb)?
  -3967.77601 Eh

=====

- Which formula does entry 4 have?
  C32H33Cl2FeN4O5PTe